# C4H9NO

2 unconnected molecules or ions with the total composition C4H9NO (ωB97M-V/def2-TZVPD, the OMol25 dataset).

For the energy relative to the best compared isomer or geometry (same formula, charge and spin), the calculation gives 82.2 kcal per mole. The calculation puts the strongest force on any atom at 0.01235 hartree/bohr. Its charge is 0.

Last column: Löwdin charge in e.
Positions of all 15 atoms, in Å:
C: -2.572 -0.107 0.265  -0.112
N: -1.286 0.410 -0.127  0.019
C: -0.313 -0.359 -0.206  -0.460
O: 0.093 -1.626 -0.067  0.085
C: 1.072 -0.517 -0.500  -0.205
C: 2.182 -0.220 0.467  -0.048
H: -3.282 0.096 -0.541  0.077
H: -2.562 -1.181 0.480  0.078
H: -2.905 0.440 1.151  0.077
H: 1.361 -0.603 -1.547  0.143
H: 2.779 -1.131 0.552  0.083
H: 2.846 0.577 0.101  0.083
H: 1.811 0.068 1.454  0.089
H: 0.731 2.188 -0.832  0.056
H: 0.044 1.964 -0.650  0.036

---

# C4H9NO

2 unconnected molecules or ions with the total composition C4H9NO (ωB97M-V/def2-TZVPD, the OMol25 dataset).

For the energy relative to the best compared isomer or geometry (same formula, charge and spin), the calculation gives 49.1 kcal per mole. The calculation puts the strongest force on any atom at 0.01014 hartree/bohr. Its charge is 0.

Last column: Löwdin charge in e.
Positions of all 15 atoms, in Å:
C: -0.134 2.207 -0.916  -0.142
N: 0.227 0.891 -0.451  -0.022
C: 1.388 0.458 -0.685  -0.300
O: 1.809 -0.747 -0.279  0.030
H: -0.444 2.818 -0.061  0.073
H: -0.996 2.133 -1.588  0.073
H: 0.677 2.733 -1.444  0.071
H: 2.176 0.993 -1.230  0.135
H: 1.063 -1.149 0.208  0.057
C: -0.611 -2.205 1.377  -0.100
C: -1.319 -1.251 0.777  -0.098
H: -0.281 -2.101 2.408  0.055
H: -0.331 -3.120 0.860  0.056
H: -1.587 -0.328 1.282  0.054
H: -1.638 -1.333 -0.258  0.059

---

Number 1: LUMO energy 0.03774 Ha. Number 2: LUMO energy 0.04094 Ha.